Entry from the Open Molecules 2025 dataset: a structure of composition C28H33F16NNbO21S at a distorted geometry (the ωB97M-V functional and the def2-TZVPD basis).

Properties
* E_HOMO: -4.753 eV
* charge: -1
* E_LUMO: 0.0557 Eh
* gap between HOMO and LUMO: 6.27 eV

Cartesian coordinates (Å):
Nb1 4.83401 1.77586 -1.25456
S1 7.05422 -0.42889 -2.63223
F1 1.38052 1.64036 5.20446
F2 -10.34419 -4.64876 6.01523
F3 4.03767 -1.84957 -1.55588
F4 1.58943 -1.40213 0.85523
F5 1.69598 0.10920 -0.70281
F6 -9.34418 -2.44140 0.27822
F7 -4.33798 -5.16660 0.49870
F8 6.18992 7.71388 -4.09353
F9 3.80476 -2.38512 0.52357
F10 -3.38430 -1.38100 -1.78134
F11 5.65490 -0.64382 0.54032
F12 1.58734 -1.94110 -2.59361
F13 3.76477 0.22066 1.29120
F14 1.54339 -3.38291 -0.96638
F15 5.26090 4.97198 -8.16140
F16 0.00670 -1.88880 -1.14372
O1 7.42235 6.79003 -1.00375
O2 -9.79660 -1.71661 3.61872
O3 -11.62588 -5.00163 7.84362
O4 -12.02355 -1.97033 3.79106
O5 6.49562 4.73706 -0.79083
O6 4.37255 2.05517 3.54396
O7 6.57952 3.98965 -5.12838
O8 -10.99517 -2.12468 1.79010
O9 -6.14343 -6.84189 -3.20362
O10 -4.95697 -6.29660 -1.35986
O11 -13.52877 -4.04167 7.19582
O12 -4.99288 -1.01123 -0.23894
O13 5.98534 6.06826 -2.56180
O14 -13.31762 -4.75696 9.31989
O15 5.16241 3.25606 -6.69402
O16 2.55633 3.22720 4.09923
O17 -3.74278 -0.63522 1.56520
O18 4.33445 4.25609 3.12715
O19 -6.20344 -4.75019 -2.37085
O20 -5.97140 -0.82038 1.78153
O21 5.76259 1.89602 -4.98022
N1 3.89946 1.03799 -2.93170
C1 -12.61302 -3.91606 6.09655
C2 5.83469 2.92789 -5.53647
C3 6.50767 5.00343 -6.12440
C4 -4.99057 -0.82119 1.11252
C5 7.41231 7.76321 -2.03941
C6 3.50826 1.15709 4.22688
C7 8.65248 -1.67516 -0.74165
C8 -11.03275 -1.94126 3.13708
C9 2.07966 -1.13667 -0.38868
C10 -12.87511 -4.60968 8.23265
C11 6.94919 1.20511 -1.91539
C12 -4.53379 -5.05212 -0.83934
C13 -8.85390 -1.90386 2.54951
C14 -11.59140 -4.98191 6.42964
C15 6.11482 7.44712 -2.75270
C16 -9.72578 -1.68288 1.33361
C17 -2.82905 -0.85970 0.47844
C18 6.62258 5.73882 -1.38324
C19 5.21848 4.65347 -6.83660
C20 -5.70476 -4.15178 -1.16940
C21 8.67737 -1.03361 -2.12341
C22 1.32524 -2.12564 -1.30980
C23 -3.71612 -0.60803 -0.72141
C24 -5.80819 -6.04479 -2.39804
C25 4.44375 -0.13934 0.09883
C26 2.17610 1.86842 4.12084
C27 3.81791 3.28719 3.55402
C28 3.62446 -1.34685 -0.36614
H1 3.16953 2.37778 -0.72358
H2 1.61229 1.63878 3.21582
H3 7.37968 1.97076 -2.56091
H4 -6.47305 -4.19338 -0.39565
H5 8.94126 -1.79482 -2.86154
H6 -11.82985 -5.97823 6.05311
H7 3.51976 0.17940 3.75334
H8 7.77365 -2.31519 -0.67568
H9 -5.41537 -3.12139 -1.33804
H10 7.44612 8.76787 -1.62587
H11 7.49937 1.19536 -0.96866
H12 8.26821 7.61165 -2.70059
H13 5.23700 7.95426 -2.34800
H14 -3.76684 0.43262 -1.04207
H15 4.32356 5.09821 -6.39836
H16 3.81895 1.06521 5.26989
H17 -1.98050 -0.18541 0.53819
H18 -2.47212 -1.88942 0.50719
H19 4.38005 0.30135 -3.43974
H20 5.51478 2.53096 0.26364
H21 9.43324 -0.25281 -2.20205
H22 -9.80251 -0.64419 1.01042
H23 8.56636 -0.91705 0.03522
H24 -3.59149 -4.76554 -1.30929
H25 7.36078 4.91893 -6.80102
H26 -12.17021 -2.92228 6.09688
H27 4.97620 3.36780 -2.06502
H28 -13.11840 -4.07804 5.15045
H29 -8.46778 -2.92322 2.58060
H30 9.53515 -2.28736 -0.54907
H31 -8.03085 -1.20403 2.62198
H32 2.90903 0.83310 -2.88096
H33 6.49744 5.98911 -5.66893

Cartesian forces, eV/Å:
1.02 -0.95 -2.92
-0.14 0.12 -0.32
0.02 0.07 0.02
0.00 0.01 0.05
-0.15 0.44 0.02
-0.01 0.14 -0.14
0.16 -0.17 -0.28
-0.05 -0.05 0.03
-0.02 -0.03 -0.02
0.00 -0.01 0.04
-0.09 0.07 -0.16
-0.09 -0.07 0.03
-0.24 -0.09 -0.24
0.17 -0.07 -0.19
0.05 -0.31 -0.05
0.24 -0.27 -0.09
0.00 -0.05 0.02
-0.32 -0.03 0.00
-0.07 0.00 -0.09
0.05 0.00 -0.11
-0.14 -0.25 -0.05
-0.05 -0.08 0.01
0.43 0.27 0.09
0.01 0.08 0.19
0.00 -0.03 -0.09
-0.05 0.31 -0.03
-0.05 -0.08 -0.01
0.20 0.07 -0.20
0.07 -0.05 -0.09
0.08 0.35 0.07
-0.14 0.04 0.15
0.01 0.02 0.09
-0.15 0.03 0.21
-0.02 0.00 -0.24
0.07 0.00 -0.12
-0.04 0.47 0.23
0.07 0.02 0.08
-0.07 -0.06 0.02
0.14 -0.25 -0.23
-0.13 -0.46 1.80
-0.11 -0.02 -0.06
0.08 0.22 0.07
0.03 0.19 0.07
-0.06 -0.13 0.00
0.04 0.13 0.08
-0.03 -0.25 -0.07
-0.14 0.09 -0.02
0.05 -0.10 0.01
0.02 -0.20 0.54
0.05 0.12 -0.01
-0.11 0.39 0.29
-0.23 -0.10 0.12
0.14 0.14 0.07
0.06 0.25 0.08
0.13 -0.17 0.00
0.04 -0.27 0.06
0.23 0.12 0.02
0.12 0.11 -0.03
0.16 -0.12 -0.07
0.02 0.17 -0.08
0.14 -0.47 -0.02
-0.35 0.55 0.09
0.06 -0.24 0.02
-0.08 0.02 0.10
-0.46 0.83 0.78
0.12 0.05 0.10
0.14 -0.44 -0.24
0.45 -0.81 0.61
0.06 0.30 0.04
-0.08 -0.07 0.05
0.15 -0.04 -0.10
0.08 -0.08 0.09
-0.02 -0.02 -0.08
0.10 -0.01 -0.07
0.08 0.11 -0.19
0.00 -0.05 0.10
-0.07 0.00 -0.22
-0.03 -0.05 0.15
-0.07 0.08 0.13
-0.07 -0.01 -0.11
-0.02 0.11 -0.15
0.03 -0.02 -0.11
-0.03 0.09 -0.11
-0.11 0.06 0.06
-0.07 0.09 0.16
-0.06 -0.04 -0.10
0.01 0.14 -0.30
-0.48 -0.23 0.40
-0.09 0.17 0.00
0.03 -0.01 -0.10
-0.02 -0.01 0.09
0.06 0.02 0.10
-0.07 -0.03 -0.11
0.11 -0.03 0.00
-0.44 0.26 0.53
-0.17 -0.02 0.08
-0.06 -0.04 -0.10
0.14 0.08 0.00
-0.07 0.09 0.17
-0.09 0.11 -0.43
-0.03 -0.09 0.15

***

Entry from the Open Molecules 2025 dataset: a structure of composition C17H15AgF6IN2O2PSbSe2Te2 (the ωB97M-V functional and the def2-TZVPD basis).

Properties
* E_HOMO (alpha / beta): -2.041 / -2.168 eV
* charge: -2
* E_LUMO (alpha / beta): 0.1285 / 0.1079 Eh
* multiplicity: 2
* gap between HOMO and LUMO (alpha / beta): 5.54 / 5.10 eV
* energy relative to the best compared isomer or geometry (same formula, charge and spin): 32.29 kcal per mole

Cartesian coordinates (Å):
I1 5.32182 -4.19654 3.14383
Te1 -4.09721 -2.59037 0.38553
Te2 -2.36047 -4.54222 3.13236
Sb1 -1.25163 2.99731 2.69183
Ag1 -0.24609 -1.15771 1.32574
Se1 -1.83446 -2.16265 3.52029
Se2 -3.03880 -0.94432 1.77479
P1 -0.17063 -0.41406 -1.11285
F1 -1.00458 2.92205 0.81527
F2 -2.03072 4.71426 2.53114
F3 0.45337 3.77880 2.92943
F4 -0.46626 1.26734 2.85085
F5 -2.92830 2.14895 2.46534
F6 -1.54703 3.05206 4.56212
O1 2.65167 -2.97585 -2.03097
O2 1.82839 -2.08900 -0.12825
N1 1.19350 -3.87661 2.53992
N2 1.44174 -2.56985 2.63237
C1 2.29867 -4.62168 2.67841
C2 1.61915 3.27507 -1.67369
C3 2.74349 -2.46130 2.82492
C4 0.92899 1.06004 -0.99925
C5 -1.61046 0.09700 -3.51265
C6 -3.59495 1.50036 -2.17453
C7 -2.53517 0.95482 -1.46774
C8 2.53297 3.32092 -0.63252
C9 0.82169 2.15345 -1.85406
C10 1.86387 1.11121 0.03424
C11 0.78038 -1.52705 -2.19967
C12 1.86948 -2.27924 -1.37310
C13 -3.67069 1.33781 -3.55150
C14 2.65690 2.23210 0.21771
C15 -2.67829 0.63462 -4.21967
C16 3.33321 -3.73409 2.86731
C17 -1.52884 0.25242 -2.13112
H1 2.27545 -5.69627 2.63452
H2 -2.47401 1.09327 -0.39448
H3 1.50399 4.12535 -2.33552
H4 1.97592 0.25496 0.68912
H5 -0.83684 -0.44732 -4.04033
H6 0.11719 -2.26331 -2.66020
H7 -2.73322 0.50389 -5.29416
H8 -4.50380 1.75730 -4.10308
H9 0.08991 2.14998 -2.65203
H10 3.21111 -1.49383 2.89471
H11 1.27753 -0.97133 -2.99685
H12 3.35510 2.26288 1.04467
H13 0.22820 -4.19753 2.46688
H14 -4.36457 2.04571 -1.64330
H15 3.13336 4.20820 -0.47179

Cartesian forces, eV/Å:
-0.01 0.00 -0.01
0.00 -0.02 -0.05
0.06 -0.05 0.01
0.04 -0.21 0.04
0.18 -0.27 -0.20
-0.12 0.02 0.01
-0.35 0.05 0.06
0.35 0.30 0.32
0.03 0.03 0.01
-0.06 0.06 -0.04
0.05 0.04 -0.03
0.06 -0.08 -0.03
-0.13 0.12 -0.02
0.04 0.00 -0.01
0.00 0.01 -0.01
0.11 -0.06 -0.09
-0.04 0.00 0.05
0.01 0.22 0.02
-0.01 0.01 -0.01
0.00 -0.01 0.00
0.02 -0.04 -0.08
-0.03 0.01 0.01
-0.02 -0.06 0.00
0.00 0.00 0.00
0.04 0.06 -0.02
0.00 0.00 -0.01
-0.01 0.00 0.00
0.01 -0.04 -0.02
-0.05 -0.03 0.00
-0.04 0.02 0.02
0.00 0.01 0.00
0.01 0.00 0.00
0.00 0.00 0.00
0.01 0.01 0.01
-0.07 -0.08 0.05
0.00 0.00 0.00
0.00 0.01 0.01
0.00 0.00 0.00
-0.01 0.01 0.01
-0.01 0.00 0.00
-0.01 -0.01 0.03
0.00 0.00 0.00
0.00 0.00 0.00
-0.02 -0.01 0.00
0.00 0.00 0.01
-0.03 -0.01 -0.03
0.00 0.00 -0.01
0.01 -0.01 -0.02
0.00 0.00 0.00
0.00 0.00 0.00

***

Entry from the Open Molecules 2025 dataset: the molecule C2H2OS3 at a distorted geometry (the ωB97M-V functional and the def2-TZVPD basis).

Properties
* E_HOMO: -9.088 eV
* charge: 0
* SMILES: OC(=S)C(=S)S
* E_LUMO: -0.0714 Eh
* gap between HOMO and LUMO: 7.14 eV
* energy relative to the best compared isomer or geometry (same formula, charge and spin): 5.73 kcal per mole

Cartesian coordinates (Å):
S1 -1.70117 -0.77243 -0.08473
S2 -0.53366 1.98506 -0.05140
S3 2.40317 0.48047 -0.07132
O1 1.02623 -1.65832 -0.00384
C1 1.00611 -0.35043 -0.05775
C2 -0.40164 0.24185 -0.06220
H1 -1.83561 2.04597 0.24823
H2 0.03657 -1.97218 0.08302

Cartesian forces, eV/Å:
0.64 0.41 0.13
0.76 -0.39 0.10
-0.50 0.42 -0.12
-1.97 -0.95 0.23
0.31 0.15 0.15
-0.79 0.10 -0.01
-0.13 -0.26 -0.15
1.69 0.53 -0.32

***

no.,molar mass (g/mol)
1,1148.50
2,1193.93
3,138.24